Here is a structure of composition C3H3Na2O7 from the OMol25 dataset. Energies are from the ωB97M-V functional and the def2-TZVPD basis.

Last column: Löwdin charge in e.
Element x y z (Å)
Na 1.48431 -24.42601 1.96909  0.63
Na 1.21716 -21.48105 1.96049  0.52
C -1.33706 -22.99966 3.29999  -1.06
O -0.75077 -21.95378 3.48525  0.10
O -0.73789 -24.01052 3.67161  0.01
O -2.27113 -22.94713 2.47860  0.12
C -0.48431 -22.33090 -0.17923  -1.17
O -0.41592 -21.11723 0.13885  -0.16
O 0.33932 -23.11767 0.23307  -0.15
O -1.35204 -22.84627 -0.88317  -0.13
C 3.73269 -22.79236 4.43791  -0.39
O 2.65190 -22.70074 3.55831  -0.41
H 4.55279 -22.16414 4.09028  0.03
H 3.56177 -22.61054 5.49895  0.04
H 4.21410 -23.76895 4.38649  0.02

## Properties
- highest occupied orbital energy (alpha / beta) (eV) = 1.187 / 1.186
- <S²> = 0.76
- LUMO level (alpha / beta) (Ha) = 0.13164 / 0.13166
- multiplicity = 2
- Kohn-Sham gap (alpha / beta) (eV) = 2.40 / 2.40
- electronic energy (eV) = -26324.3135
- energy above the lowest of the compared OMol25 structures with the same formula, charge and spin (kJ/mol) = 0.0
- strongest force on any atom (eV/A) = 10.091
- total charge = -2